Entry from OMol25: a cluster of 5 separate species, C36H77N2O13 in total (ωB97M-V/def2-TZVPD).

Summary:
LUMO in eV: -4.69
Gap between HOMO and LUMO in eV: 5.50
Charge: +1
HOMO level in eV: -10.20
Molar mass in g/mol: 746.01

Geometry (Å):
C  -0.888  -1.959  1.614
C  -1.404  -0.509  1.623
C  -1.584  -0.089  0.182
O  -2.062  1.262  -0.013
N  -3.277  1.473  0.580
C  -4.358  1.011  -0.023
C  -5.623  1.206  0.533
C  -6.848  0.689  -0.111
C  -7.648  -0.258  0.813
C  -6.985  -1.631  0.884
C  -7.081  -2.397  -0.437
C  -7.635  -2.443  2.019
C  -5.632  1.930  1.705
C  -4.427  2.388  2.218
N  -3.233  2.164  1.689
H  -1.298  -2.537  2.432
H  -1.178  -2.481  0.706
H  0.189  -1.979  1.682
H  -0.611  0.102  2.040
H  -2.313  -0.449  2.212
H  -0.606  -0.070  -0.283
H  -2.174  -0.813  -0.378
H  -4.235  0.485  -0.954
H  -7.485  1.537  -0.358
H  -6.615  0.204  -1.052
H  -7.648  0.179  1.806
H  -8.661  -0.329  0.431
H  -5.929  -1.491  1.128
H  -8.105  -2.351  -0.801
H  -6.819  -3.434  -0.276
H  -6.430  -1.982  -1.198
H  -7.438  -3.498  1.867
H  -8.709  -2.298  1.993
H  -7.229  -2.151  2.981
H  -6.542  2.155  2.233
H  -4.428  2.974  3.122
C  6.178  1.510  -0.992
O  5.081  2.399  -1.028
C  5.290  3.454  -1.955
C  3.993  4.164  -2.273
O  3.192  3.488  -3.236
C  2.455  2.370  -2.777
C  1.201  2.736  -2.012
O  1.502  3.061  -0.666
C  0.409  3.663  -0.010
H  7.101  2.031  -0.715
H  5.968  0.748  -0.244
H  6.316  1.019  -1.963
H  5.722  3.060  -2.882
H  5.993  4.173  -1.512
H  4.247  5.118  -2.738
H  3.427  4.376  -1.364
H  3.084  1.691  -2.197
H  2.143  1.845  -3.683
H  0.513  1.875  -2.020
H  0.710  3.586  -2.502
H  0.132  4.610  -0.488
H  0.709  3.864  1.016
H  -0.454  2.989  -0.004
C  6.589  -5.300  1.738
O  6.181  -3.958  1.892
C  7.278  -3.062  1.834
C  6.800  -1.646  1.608
O  6.496  -1.354  0.249
C  5.278  -1.877  -0.258
C  4.057  -1.121  0.212
O  3.660  -1.542  1.508
C  2.757  -0.632  2.081
H  7.302  -5.588  2.519
H  5.704  -5.926  1.821
H  7.043  -5.460  0.754
H  7.959  -3.348  1.023
H  7.823  -3.109  2.788
H  7.623  -0.974  1.862
H  5.960  -1.404  2.262
H  5.185  -2.945  -0.054
H  5.347  -1.750  -1.341
H  3.224  -1.305  -0.483
H  4.280  -0.047  0.219
H  3.226  0.349  2.218
H  2.458  -1.016  3.055
H  1.865  -0.520  1.448
C  15.433  0.427  -0.270
O  14.191  -0.175  -0.557
C  14.281  -1.589  -0.591
C  12.906  -2.213  -0.506
O  12.389  -2.282  0.817
C  11.881  -1.074  1.364
C  10.518  -0.692  0.834
O  10.626  -0.048  -0.422
C  9.376  0.039  -1.069
H  16.187  0.155  -1.019
H  15.291  1.505  -0.289
H  15.788  0.136  0.725
H  14.894  -1.950  0.244
H  14.755  -1.889  -1.536
H  12.995  -3.253  -0.828
H  12.207  -1.714  -1.179
H  12.591  -0.254  1.245
H  11.777  -1.272  2.433
H  10.035  -0.001  1.541
H  9.900  -1.595  0.741
H  8.976  -0.960  -1.277
H  9.525  0.562  -2.012
H  8.655  0.597  -0.460
C  -14.157  3.103  1.173
O  -13.799  2.410  -0.003
C  -12.403  2.417  -0.223
C  -12.020  1.365  -1.241
O  -11.926  0.051  -0.705
C  -13.161  -0.607  -0.436
C  -13.867  -1.107  -1.676
O  -14.579  -0.055  -2.299
C  -15.005  -0.401  -3.598
H  -13.830  4.148  1.132
H  -15.241  3.076  1.255
H  -13.726  2.619  2.058
H  -11.870  2.222  0.718
H  -12.110  3.407  -0.600
H  -11.013  1.599  -1.596
H  -12.689  1.393  -2.102
H  -13.820  0.024  0.162
H  -12.892  -1.476  0.168
H  -14.577  -1.896  -1.391
H  -13.129  -1.527  -2.371
H  -14.147  -0.601  -4.251
H  -15.560  0.443  -4.000
H  -15.659  -1.279  -3.578

=====

Entry from OMol25: a structure of composition C39H48N6O4PW (ωB97M-V/def2-TZVPD).

Summary:
LUMO (spin up / spin down) in eV: -8.64 / -8.69
Gap between HOMO and LUMO (spin up / spin down) in eV: 5.85 / 5.93
Charge: +3
HOMO level (spin up / spin down) in eV: -14.49 / -14.62
ΔE to the lowest compared entry with this formula, charge and spin in kJ/mol: 0.0
Molar mass in g/mol: 879.67

Geometry (Å):
W  0.718  -0.068  0.329
C  -4.615  4.146  -0.258
O  -3.397  4.929  -0.456
C  -2.233  4.404  -0.419
C  -1.170  5.417  -0.696
C  1.018  4.369  0.168
C  0.583  2.879  -0.061
C  2.387  1.128  0.329
C  3.758  1.255  0.918
O  2.173  0.827  -0.959
C  -0.854  2.359  -0.144
O  -0.872  1.086  -0.139
C  -2.052  3.038  -0.203
H  -5.427  4.855  -0.344
H  -4.611  3.698  0.733
H  -4.698  3.387  -1.032
H  -0.802  5.243  -1.712
H  1.749  4.457  0.967
H  4.011  2.299  1.114
H  4.481  0.869  0.201
H  3.864  0.714  1.861
H  -2.920  2.394  -0.142
C  2.289  -2.778  1.475
N  1.377  -2.581  2.594
C  1.365  -3.669  3.588
C  1.037  -2.945  4.894
N  0.707  -1.583  4.441
C  -0.003  -0.680  5.348
C  0.984  -1.412  3.147
N  0.850  -0.278  2.442
C  1.227  0.976  3.145
C  1.089  2.213  2.261
N  1.272  1.932  0.819
C  1.185  3.094  -1.466
N  1.076  2.859  -2.737
C  0.623  1.651  -3.422
C  1.710  3.993  -3.472
C  1.999  5.056  -2.371
N  1.700  4.267  -1.160
C  -0.024  5.449  0.316
H  3.256  -3.104  1.853
H  3.345  -1.241  0.856
H  1.883  -3.548  0.835
H  2.336  -4.162  3.620
H  0.618  -4.413  3.323
H  1.864  -2.924  5.601
H  0.175  -3.382  5.391
H  -0.382  -1.273  6.175
H  -0.857  -0.223  4.852
H  0.651  0.085  5.760
H  2.255  0.898  3.500
H  0.612  1.177  4.015
H  1.790  2.971  2.614
H  0.085  2.620  2.367
H  0.018  1.049  -2.758
H  1.474  1.057  -3.751
H  0.027  1.941  -4.285
H  1.030  4.345  -4.243
H  2.627  3.651  -3.949
H  1.357  5.931  -2.445
H  3.031  5.387  -2.380
H  0.491  6.406  0.220
H  -0.415  5.420  1.336
H  -1.661  6.387  -0.710
O  2.469  -1.604  0.704
P  -0.455  -2.019  -0.709
C  -2.273  -1.909  -0.604
C  -2.888  -1.073  0.328
C  -4.268  -1.097  0.497
C  -5.044  -1.957  -0.265
C  -4.439  -2.820  -1.171
C  -3.061  -2.808  -1.330
C  -0.254  -3.789  -0.309
C  -0.770  -4.231  0.912
C  -0.760  -5.581  1.224
C  -0.231  -6.499  0.320
C  0.279  -6.064  -0.893
C  0.265  -4.709  -1.214
C  0.033  -1.886  -2.471
C  -0.858  -1.698  -3.528
C  -0.391  -1.645  -4.838
C  0.961  -1.796  -5.105
C  1.858  -1.971  -4.056
C  1.398  -1.998  -2.748
H  -2.291  -0.426  0.953
H  -4.736  -0.458  1.236
H  -6.120  -1.979  -0.132
H  -5.039  -3.522  -1.737
H  -2.596  -3.529  -1.992
H  -1.214  -3.518  1.599
H  -1.182  -5.928  2.161
H  -0.235  -7.557  0.557
H  0.681  -6.779  -1.601
H  0.661  -4.381  -2.167
H  -1.914  -1.575  -3.339
H  -1.093  -1.502  -5.652
H  1.318  -1.784  -6.128
H  2.916  -2.085  -4.260
H  2.106  -2.123  -1.941